# 1
# C6H7AgLiO6

C6H7AgLiO6 as an isolated structure in a non-equilibrium geometry (wB97M-V/def2-TZVPD, the OMol25 dataset).

Its expectation value of S² is 0.80. Its LUMO energy (alpha / beta) is -3.39 / -3.40 eV. The relative energy (zero: lowest compared OMol25 entry of this formula, charge and spin) comes out at 5.313 eV. Its total energy is -838.63116 Eh.

The geometry in ORCA input format:
```
! wB97M-V def2-TZVPD RIJCOSX def2/J DEFGRID3
* xyz 0 2
O 2.48117 -0.76657 -0.20919
C 3.46108 0.17682 0.02556
C 2.55604 -2.09196 0.27801
O 2.93509 1.31674 0.14890
O 4.62999 -0.15892 -0.13463
C 2.20780 -3.01626 -0.85669
H 1.75945 -2.16422 1.03707
H 3.55576 -2.32137 0.68040
H 0.74714 -3.19241 -0.77873
H 2.63396 -2.73561 -1.82561
H 2.46879 -4.05855 -0.64375
Li 1.05213 1.12292 -0.03112
O -0.87254 -1.02713 0.10719
C -1.56154 0.13057 0.09128
O -2.79678 0.16174 0.00958
Ag -3.24653 2.84503 0.01315
O -0.83590 1.16809 0.07228
C -1.49958 -2.20698 -0.22195
H -2.55516 -2.12309 -0.49347
C -0.80588 -3.32872 -0.29928
H -0.72606 -4.09371 0.47173
*
```



# 2
# C6H7B

One molecule with the formula C6H7B in a non-equilibrium geometry (wB97M-V/def2-TZVPD, the OMol25 dataset).

Its LUMO energy (alpha / beta) is -0.39 / -2.75 eV. The relative energy (zero: lowest compared OMol25 entry of this formula, charge and spin) comes out at 6.987 eV. Its total energy is -257.29799 Eh.

The geometry in ORCA input format:
```
! wB97M-V def2-TZVPD RIJCOSX def2/J DEFGRID3
* xyz 0 1
B 0.84863 -1.55859 -0.66782
C -2.83397 -0.82133 -1.34085
C -2.10267 -0.38501 -0.49306
C 1.54224 -1.08191 0.58112
C -1.24519 0.48797 0.40235
C 0.02023 0.97516 -0.06305
C 1.04879 -0.07152 -0.54116
H 1.06022 -0.93056 1.44972
H 2.58841 -1.29694 0.58801
H -1.83448 1.39562 0.52314
H -1.39382 0.07120 1.37984
H -0.18415 1.33874 -1.17660
H 0.65167 1.54016 0.55987
H 1.83408 0.33701 -1.20152
*
```



# 3
# C6H7B

One molecule with the formula C6H7B in a non-equilibrium geometry (wB97M-V/def2-TZVPD, the OMol25 dataset).

Its expectation value of S² is 2.01. Its LUMO energy (alpha / beta) is 0.34 / -2.23 eV. The relative energy (zero: lowest compared OMol25 entry of this formula, charge and spin) comes out at 3.835 eV. Its total energy is -257.36908 Eh.

The geometry in ORCA input format:
```
! wB97M-V def2-TZVPD RIJCOSX def2/J DEFGRID3
* xyz 0 3
B 0.66519 0.44335 -0.23101
C 3.03927 -0.26660 -0.25346
C 1.88337 -0.48165 0.17931
C 0.73261 -1.19202 0.85869
C -0.27459 -0.70400 0.07046
C 0.30948 1.90595 -0.33884
C -1.69947 -1.04315 -0.06738
H 0.95508 -1.94131 1.60666
H 0.34408 2.08650 -1.44132
H 0.91293 2.64047 0.10735
H -0.75266 1.97936 -0.20169
H -2.23187 -0.17238 0.05793
H -2.03415 -1.79251 0.80098
H -1.84927 -1.46201 -1.14769
*
```



> relative energy (zero: lowest compared OMol25 entry of this formula, charge and spin) of number 1 (C6H7AgLiO6)?

5.313 eV